Record 1
Density functional theory data (the ωB97M-V functional and the def2-TZVPD basis) for a cluster of 2 separate species, C9H14 in total at a distorted geometry.

Each line ends with the natural charge from an NBO analysis.
Atoms and positions in Å:
C -2.538 1.147 2.406  -0.633
C -1.089 1.079 2.035  -0.013
C -0.244 2.135 2.337  -0.217
C 1.000 2.260 1.717  -0.198
C 1.456 1.252 0.879  -0.220
C 0.604 0.203 0.556  -0.205
C -0.671 0.137 1.085  -0.217
H -2.733 1.652 3.359  0.215
H -2.988 0.163 2.556  0.213
H -3.177 1.661 1.683  0.223
H -0.467 2.934 3.036  0.211
H 1.668 3.087 1.924  0.210
H 2.501 1.223 0.606  0.211
H 1.057 -0.606 0.000  0.209
H -1.264 -0.758 0.944  0.210
C 1.241 -2.749 -2.806  -0.600
C 0.460 -1.622 -3.500  -0.603
H 0.571 -3.597 -2.656  0.200
H 2.128 -3.040 -3.371  0.201
H 1.625 -2.460 -1.830  0.196
H 0.081 -1.982 -4.452  0.202
H 1.143 -0.787 -3.656  0.202
H -0.365 -1.333 -2.851  0.203

Forces on atoms 1 to 2 (eV/Å):
-0.8 -0.4 1.2
-0.6 0.7 -1.2

Output
Multiplicity: 1
Charge: 0
Kohn-Sham gap (hartree): 0.368
Electronic energy (hartree): -351.314398
SMILES: Cc1ccccc1.CC
Max |F| (eV/A): 1.5

Record 2
Density functional theory data (the ωB97M-V functional and the def2-TZVPD basis) for a cluster of 2 separate species, C9H14 in total at a distorted geometry.

Each line ends with the natural charge from an NBO analysis.
Atoms and positions in Å:
C -2.257 -2.321 1.676  -0.629
C -0.934 -1.749 1.256  -0.008
C -0.788 -0.461 0.780  -0.213
C 0.462 0.162 0.717  -0.216
C 1.587 -0.566 1.009  -0.220
C 1.477 -1.927 1.328  -0.202
C 0.226 -2.484 1.476  -0.217
H -2.542 -1.914 2.649  0.221
H -2.210 -3.397 1.815  0.215
H -3.049 -2.078 0.962  0.217
H -1.694 0.109 0.583  0.206
H 0.506 1.088 0.155  0.217
H 2.611 -0.218 1.018  0.213
H 2.383 -2.517 1.442  0.212
H 0.135 -3.513 1.803  0.205
C 0.422 2.107 -2.763  -0.613
C 0.571 3.323 -1.874  -0.611
H 0.714 1.155 -2.331  0.208
H -0.605 1.946 -3.093  0.203
H 1.060 2.214 -3.646  0.205
H 0.137 3.256 -0.875  0.202
H 1.623 3.561 -1.740  0.203
H 0.166 4.225 -2.347  0.206

Forces on atoms 1 to 2 (eV/Å):
-0.3 0.2 -0.2
0.3 -0.3 0.5

Output
Multiplicity: 1
Charge: 0
Kohn-Sham gap (hartree): 0.370
Electronic energy (hartree): -351.315915
SMILES: Cc1ccccc1.CC
Max |F| (eV/A): 1.6

Record 3
Density functional theory data (the ωB97M-V functional and the def2-TZVPD basis) for a cluster of 2 separate species, C9H14 in total at a distorted geometry.

Each line ends with the natural charge from an NBO analysis.
Atoms and positions in Å:
C -1.377 -0.646 1.115  -0.638
C -0.028 -0.021 0.931  -0.003
C 0.544 0.801 1.901  -0.223
C 1.824 1.283 1.767  -0.201
C 2.552 0.999 0.602  -0.227
C 1.918 0.344 -0.431  -0.190
C 0.641 -0.188 -0.278  -0.230
H -1.374 -1.472 1.829  0.219
H -1.821 -1.010 0.202  0.221
H -2.085 0.043 1.584  0.216
H -0.003 1.001 2.814  0.209
H 2.403 1.819 2.509  0.213
H 3.557 1.387 0.515  0.210
H 2.412 0.236 -1.387  0.205
H 0.278 -0.742 -1.125  0.213
C -1.876 -1.587 -2.225  -0.619
C -2.495 -0.216 -2.213  -0.628
H -0.831 -1.527 -2.543  0.197
H -1.852 -2.214 -1.339  0.208
H -2.306 -2.221 -3.002  0.212
H -3.496 -0.232 -1.783  0.204
H -2.721 0.124 -3.223  0.215
H -2.019 0.561 -1.618  0.216

Forces on atoms 1 to 2 (eV/Å):
-0.5 0.2 1.0
-0.4 0.1 -0.8

Output
Multiplicity: 1
Charge: 0
Kohn-Sham gap (hartree): 0.368
Electronic energy (hartree): -351.312384
SMILES: Cc1ccccc1.CC
Max |F| (eV/A): 1.7

Record 4
Density functional theory data (the ωB97M-V functional and the def2-TZVPD basis) for a cluster of 2 separate species, C9H14 in total at a distorted geometry.

Each line ends with the natural charge from an NBO analysis.
Atoms and positions in Å:
C 0.896 -0.626 -2.334  -0.628
C 0.331 -0.901 -0.958  -0.018
C 0.999 -1.811 -0.140  -0.218
C 0.475 -2.227 1.076  -0.205
C -0.791 -1.782 1.449  -0.227
C -1.501 -0.925 0.611  -0.205
C -0.977 -0.574 -0.626  -0.210
H 1.986 -0.588 -2.278  0.217
H 0.517 0.292 -2.780  0.216
H 0.636 -1.474 -2.972  0.221
H 1.942 -2.247 -0.447  0.207
H 1.026 -2.927 1.691  0.212
H -1.300 -2.263 2.274  0.211
H -2.438 -0.581 1.037  0.216
H -1.595 0.007 -1.300  0.209
C 0.695 2.400 0.442  -0.611
C -0.735 2.234 0.982  -0.606
H 0.719 2.781 -0.576  0.202
H 1.282 3.023 1.107  0.202
H 1.165 1.412 0.420  0.208
H -1.077 3.210 1.356  0.195
H -1.389 2.013 0.147  0.200
H -0.866 1.555 1.818  0.210

Forces on atoms 1 to 2 (eV/Å):
0.1 -0.2 0.4
-0.4 -1.3 -0.7

Output
Multiplicity: 1
Charge: 0
Kohn-Sham gap (hartree): 0.367
Electronic energy (hartree): -351.314185
SMILES: Cc1ccccc1.CC
Max |F| (eV/A): 1.6

Q: The lowest electronic energy belongs to which entry?
A: number 2

Q: Which of these has the lowest electronic energy?
A: number 2